Record 1
Formula: C18H16BrClINO10PtSe
Source: the OMol25 dataset
Level of theory: the ωB97M-V functional and the def2-TZVPD basis

2S+1: 3
Total charge: -2
Expectation value of S²: 2.006

Each line ends with the Löwdin spin population.
Positions of all 50 atoms, in Å:
Pt 0.273 1.354 -1.591  1.44
N -1.487 4.774 -0.021  0.01
C -1.082 4.131 -1.133  0.01
O -1.579 3.062 -1.487  0.02
C -0.008 4.830 -1.952  0.01
I 0.809 3.362 -3.337  0.17
H -1.899 4.140 0.697  0.00
H -0.930 5.547 0.297  0.00
H 0.781 5.216 -1.309  0.00
H -0.449 5.646 -2.522  0.00
C 3.619 -3.114 -1.610  0.00
C 2.128 -3.099 -1.433  0.00
C 1.310 -4.014 -2.067  0.00
C -0.069 -3.938 -1.926  0.00
Cl -1.078 -5.140 -2.704  0.00
C -0.645 -2.925 -1.197  0.00
C 0.171 -1.999 -0.554  0.01
C 1.551 -2.096 -0.634  0.00
O 2.439 -1.315 0.009  0.00
C 2.041 -0.271 0.905  0.00
C 2.603 1.115 0.491  0.01
O 3.732 1.385 0.907  0.01
O 1.852 1.932 -0.160  0.06
H 3.930 -3.964 -2.218  0.00
H 4.128 -3.147 -0.646  0.00
H 3.927 -2.189 -2.104  0.00
H 1.743 -4.783 -2.695  0.00
H -1.719 -2.837 -1.123  0.00
H -0.311 -1.209 0.007  0.00
H 2.505 -0.515 1.859  0.00
H 0.964 -0.192 1.031  0.00
Br -1.336 -3.358 3.807  0.00
C -2.079 -1.599 3.796  0.00
C -2.916 -1.230 4.834  0.00
C -3.434 0.058 4.833  0.00
C -3.094 0.949 3.824  0.00
C -2.250 0.564 2.786  0.00
C -1.749 -0.732 2.769  0.00
C -1.861 1.610 1.712  0.00
O -2.375 2.738 1.913  0.00
O -1.099 1.246 0.783  0.02
H -3.155 -1.933 5.621  0.00
H -4.103 0.367 5.630  0.00
H -3.465 1.964 3.820  0.00
H -1.114 -1.054 1.963  0.00
O 1.167 -1.202 -4.930  0.01
Se 0.958 0.100 -4.012  0.00
O -0.602 0.296 -3.496  0.06
O 1.818 0.015 -2.600  0.14
O 1.442 1.454 -4.829  0.01

---

Record 2
Formula: C8H16IMnO6P
Source: the OMol25 dataset
Level of theory: the ωB97M-V functional and the def2-TZVPD basis

2S+1: 5
Total charge: +1
Expectation value of S²: 6.176

Each line ends with the Löwdin spin population.
Positions of all 33 atoms, in Å:
Mn -0.594 0.246 -0.928  4.00
O -1.979 -1.467 2.721  0.00
C -1.752 -1.128 1.473  0.00
O -1.229 -0.077 1.139  0.03
C -2.163 -2.181 0.476  0.00
O -2.046 -1.682 -0.832  0.04
C -3.286 -1.174 -1.392  0.00
C -3.397 0.337 -1.312  0.01
O -4.457 0.884 -1.237  0.01
O -2.222 0.954 -1.385  0.04
H -1.707 -0.743 3.309  0.00
H -3.173 -2.520 0.709  0.00
H -1.495 -3.034 0.607  0.00
H -4.136 -1.629 -0.890  0.00
H -3.303 -1.470 -2.440  0.00
I 0.873 1.757 -3.166  0.03
C -0.006 -0.136 -2.792  -0.21
H 0.758 -0.903 -2.816  -0.01
H -0.816 -0.284 -3.494  -0.01
C 2.322 0.147 2.262  0.00
P 2.225 0.752 0.592  0.01
C 3.834 0.600 -0.137  0.00
C 1.824 2.488 0.687  0.00
O 1.213 -0.058 -0.223  0.04
H 3.170 0.597 2.782  0.00
H 2.446 -0.936 2.245  0.00
H 1.403 0.404 2.789  0.00
H 4.567 1.184 0.423  0.00
H 3.788 0.961 -1.165  0.00
H 4.131 -0.448 -0.137  0.00
H 2.301 2.933 1.562  0.00
H 0.745 2.619 0.781  0.00
H 2.161 3.005 -0.210  0.00

---

no.,DFT total energy (Eh)
1,-7355.31975
2,-2555.79798